Record 1
ORCA calculation (ωB97M-V/def2-TZVPD) on a cluster of 2 separate species, C9H14 in total.

```
23
Properties=species:S:1:pos:R:3:lowdin_spin:R:1
C 3.014 0.902 -2.166 0.03
C -0.188 -1.113 -1.662 0.23
C -0.137 -1.264 -0.244 0.10
C 0.798 -0.299 -2.225 0.06
C 1.862 0.211 -1.527 0.12
C 0.894 -0.784 0.550 0.08
C 1.889 -0.005 -0.085 0.26
H -1.020 -1.542 -2.199 0.03
H -0.996 -1.781 0.190 0.00
H 0.817 -0.032 -3.288 0.00
H 0.865 -1.066 1.593 0.00
H 3.879 0.218 -2.241 0.02
H 3.421 1.731 -1.570 0.01
H 2.635 0.576 0.455 0.04
H 2.679 1.328 -3.116 0.00
C -3.001 -0.233 2.385 0.00
C -2.072 0.930 2.011 0.00
H -2.644 -1.172 1.958 0.00
H -3.271 -0.296 3.429 0.00
H -3.924 -0.069 1.819 0.00
H -1.405 1.096 2.868 0.00
H -2.621 1.866 1.950 0.00
H -1.473 0.799 1.115 0.00
```

Its expectation value of S² is 0.76. The gap between HOMO and LUMO (spin up / spin down) comes out at 2.86 / 6.93 eV. The spin multiplicity is 2. The HOMO energy (spin up / spin down) is 0.9 / -3.2 eV. As for the total charge: -1.

Record 2
ORCA calculation (ωB97M-V/def2-TZVPD) on the ion C2H5N2O with charge +1.

```
10
Properties=species:S:1:pos:R:3:lowdin_spin:R:1
C 0.402 0.018 0.042 0.21
C -1.167 -0.970 -0.034 0.27
N -0.498 1.041 -0.057 0.55
N 1.742 0.067 0.155 0.16
O -1.741 0.291 -0.087 0.73
H -1.500 -1.554 -0.929 0.02
H -1.180 -1.350 0.908 0.02
H -0.496 2.116 0.007 0.02
H 2.395 -0.663 0.031 0.01
H 2.044 1.005 -0.036 0.01
```

Its expectation value of S² is 2.01. The gap between HOMO and LUMO (spin up / spin down) comes out at 7.14 / 8.67 eV. The spin multiplicity is 3. The HOMO energy (spin up / spin down) is -11.3 / -16.7 eV. As for the total charge: +1.

Record 3
ORCA calculation (ωB97M-V/def2-TZVPD) on a cluster of 2 separate species, C2H8N4 in total.

```
14
Properties=species:S:1:pos:R:3:nbo_charge:R:1
N 0.919 1.847 -0.755 -0.85
C 1.238 2.462 0.453 0.28
N 1.739 1.821 1.425 -0.67
H 1.477 1.014 -0.887 0.37
H -0.055 1.617 -0.893 0.39
H 0.792 3.448 0.588 0.15
H 1.880 2.475 2.193 0.34
N -0.342 -1.771 0.263 -0.80
C -1.324 -2.146 -0.596 0.30
N -2.549 -2.379 -0.322 -0.76
H 0.560 -1.553 -0.128 0.38
H -0.558 -1.270 1.114 0.40
H -0.928 -2.386 -1.593 0.13
H -2.850 -3.179 -0.863 0.35
```

As for the SMILES: [H]/N=C/N.[H]/N=C/N. The gap between HOMO and LUMO comes out at 9.78 eV. The HOMO energy is -9.0 eV.

Record 4
ORCA calculation (ωB97M-V/def2-TZVPD) on a structure of composition C28H69Li2N4O12.

```
115
Properties=species:S:1:pos:R:3:lowdin_charge:R:1
Li -5.008 -1.049 0.624 0.74
Li -3.947 -1.719 2.867 0.73
C -1.965 -1.153 0.527 -0.29
O -3.179 -1.394 1.182 -0.57
H -1.671 -0.097 0.624 0.04
H -1.151 -1.677 1.054 0.06
H -1.933 -1.442 -0.525 0.07
C -4.825 2.721 -1.177 -0.24
C -4.275 1.298 -1.238 -0.19
O -5.266 0.335 -0.814 -0.16
O -3.750 3.624 -1.350 -0.05
H -5.320 2.902 -0.224 0.11
H -5.545 2.865 -1.991 0.13
H -3.425 1.230 -0.563 0.11
H -3.980 1.069 -2.261 0.13
H -5.982 0.299 -1.456 0.10
H -3.573 4.015 -0.480 0.06
C -1.597 -5.014 0.077 -0.22
C -0.404 -5.925 -0.063 -0.22
O 0.343 -6.068 1.152 -0.06
O -2.665 -5.640 0.811 -0.07
H -1.937 -4.663 -0.895 0.10
H -1.324 -4.144 0.690 0.10
H 0.276 -5.614 -0.849 0.10
H -0.744 -6.943 -0.293 0.13
H -0.162 -6.597 1.774 0.07
H -2.305 -6.142 1.547 0.07
C -2.914 -2.623 -3.562 -0.21
C -3.859 -2.208 -4.646 -0.24
O -3.275 -1.292 -5.582 -0.07
O -3.193 -4.017 -3.239 -0.08
H -3.073 -2.106 -2.605 0.10
H -1.853 -2.480 -3.762 0.12
H -4.761 -1.720 -4.276 0.12
H -4.214 -3.095 -5.180 0.12
H -2.521 -1.731 -5.989 0.09
H -3.580 -4.060 -2.362 0.06
C -1.475 -1.523 4.419 -0.20
C -1.009 -2.971 4.298 -0.22
O -1.517 -3.721 5.395 -0.05
O -2.905 -1.494 4.628 -0.14
H -1.315 -1.009 3.473 0.11
H -0.953 -1.057 5.255 0.13
H 0.083 -2.959 4.352 0.13
H -1.406 -3.419 3.392 0.12
H -1.088 -3.418 6.203 0.10
H -3.126 -2.040 5.393 0.10
C -3.700 2.793 2.027 -0.64
O -3.787 3.949 1.654 0.05
N -2.545 2.063 2.066 0.19
N -4.843 2.087 2.384 0.15
H -2.604 1.088 2.304 0.07
H -1.639 2.480 1.940 0.06
H -4.956 1.097 2.464 0.06
H -5.678 2.641 2.455 0.11
C 6.534 -1.496 -1.985 -0.03
C 5.082 -1.028 -1.867 -0.53
C 4.655 -0.613 -3.258 -0.15
C 3.173 -0.371 -3.369 -0.18
C 2.407 -1.585 -2.878 -0.13
C 2.829 -2.265 -1.566 -0.50
N 4.291 -2.192 -1.473 -0.11
O 4.783 -2.813 -0.319 -0.01
C 2.159 -1.551 -0.382 -0.02
C 2.462 -3.746 -1.662 -0.02
C 5.025 0.174 -0.907 -0.02
H 7.190 -0.655 -2.230 0.09
H 6.667 -2.257 -2.753 0.09
H 6.903 -1.898 -1.041 0.08
H 5.279 0.211 -3.603 0.13
H 4.846 -1.448 -3.943 0.13
H 2.884 -0.108 -4.392 0.12
H 2.880 0.577 -2.884 0.10
H 2.359 -2.311 -3.698 0.12
H 1.338 -1.344 -2.770 0.11
H 2.710 -0.642 -0.149 0.06
H 1.122 -1.294 -0.596 0.07
H 2.223 -2.158 0.530 0.08
H 2.835 -4.131 -2.607 0.09
H 2.932 -4.284 -0.842 0.09
H 1.374 -3.854 -1.660 0.07
H 4.043 0.644 -0.940 0.05
H 5.819 0.874 -1.167 0.09
H 5.232 -0.120 0.127 0.09
H 4.402 -2.375 0.460 0.09
C 0.383 3.260 -1.368 -0.02
C 1.012 3.291 0.039 -0.51
C 2.490 3.555 -0.195 -0.14
C 3.252 3.792 1.099 -0.17
C 2.648 4.926 1.900 -0.13
C 1.112 4.881 2.033 -0.52
N 0.506 4.420 0.783 -0.07
O -0.918 4.380 0.920 -0.04
C 0.795 3.921 3.194 -0.03
C 0.585 6.254 2.352 -0.03
C 0.760 1.889 0.600 -0.02
H 0.736 4.078 -2.001 0.09
H -0.702 3.389 -1.368 0.07
H 0.638 2.320 -1.857 0.08
H 2.979 2.750 -0.754 0.11
H 2.591 4.431 -0.841 0.13
H 4.287 4.015 0.829 0.12
H 3.296 2.872 1.690 0.11
H 2.991 5.907 1.570 0.12
H 2.989 4.806 2.933 0.12
H -0.261 3.642 3.274 0.07
H 1.390 3.008 3.174 0.07
H 0.995 4.402 4.159 0.09
H -0.485 6.246 2.528 0.09
H 1.133 6.633 3.215 0.09
H 0.867 6.896 1.513 0.10
H 0.963 1.699 1.659 0.07
H 1.063 1.086 -0.060 0.06
H -0.335 1.794 0.701 0.05
H -1.177 5.180 0.451 0.11
```

The gap between HOMO and LUMO comes out at 5.40 eV. The HOMO energy is -9.9 eV. As for the total charge: +1.

Record 5
ORCA calculation (ωB97M-V/def2-TZVPD) on an isolated molecule of C3H4FN3S.

```
12
Properties=species:S:1:pos:R:3:nbo_charge:R:1
C -0.583 -0.256 0.323 0.35
C 1.335 -0.602 -0.505 0.57
C 0.359 0.329 -0.687 -0.40
H -2.431 -0.077 0.941 0.39
H -1.776 1.231 -0.137 0.39
H 1.408 -2.390 0.473 0.41
H 0.018 2.658 0.329 0.17
N -1.631 0.558 0.731 -0.81
N -0.346 -1.325 0.770 -0.31
N 0.975 -1.549 0.293 -0.41
F 2.398 -0.692 -1.365 -0.30
S 0.272 2.116 -1.166 -0.04
```

As for the SMILES: Nc1n[nH]c(F)c1S. The gap between HOMO and LUMO comes out at 9.21 eV. The HOMO energy is -8.9 eV.

Record 6
ORCA calculation (ωB97M-V/def2-TZVPD) on a structure of composition C12H26I2LiN3O2.

```
46
Properties=species:S:1:pos:R:3:nbo_charge:R:1
Li -1.181 1.056 -0.836 0.69
I -3.018 2.734 -0.362 0.21
C -2.581 3.207 -2.437 -0.70
I -1.003 1.928 -3.207 0.18
H -2.270 4.254 -2.514 0.22
H -3.485 3.072 -3.039 0.22
C 2.111 -2.984 -2.382 -0.40
N 1.612 -1.779 -1.751 -0.46
C 2.575 -1.056 -0.927 -0.39
C 0.353 -1.213 -1.815 0.82
O 0.158 -0.165 -1.182 -0.74
N -0.682 -1.761 -2.547 -0.45
C -1.954 -1.040 -2.513 -0.45
C -0.757 -2.956 -3.375 -0.40
H 3.161 -3.163 -2.132 0.21
H 2.050 -2.873 -3.468 0.19
H 1.540 -3.842 -2.021 0.20
H 3.553 -1.545 -0.910 0.19
H 2.197 -0.995 0.099 0.20
H 2.698 -0.042 -1.323 0.21
H -1.939 -0.135 -1.901 0.25
H -2.724 -1.707 -2.112 0.20
H -2.223 -0.754 -3.535 0.16
H 0.143 -3.545 -3.452 0.21
H -1.040 -2.655 -4.389 0.19
H -1.540 -3.606 -2.970 0.20
O -0.031 2.012 0.234 -0.69
C 0.349 1.573 1.311 0.71
C -0.146 0.218 1.748 -0.58
C -0.974 0.284 3.034 -0.39
C -0.134 0.466 4.301 -0.40
C 0.651 1.777 4.409 -0.41
C 1.740 1.940 3.344 -0.22
N 1.198 2.327 2.057 -0.62
H 0.695 -0.499 1.860 0.21
H -0.813 -0.174 0.949 0.32
H -1.488 -0.696 3.146 0.22
H -1.758 1.068 2.952 0.20
H 0.576 -0.386 4.388 0.19
H -0.824 0.415 5.171 0.21
H 1.162 1.742 5.397 0.21
H -0.026 2.659 4.409 0.21
H 2.357 1.020 3.258 0.19
H 2.409 2.762 3.681 0.21
H 1.489 3.243 1.681 0.41
H -2.183 -0.188 -0.325 -0.75
```

The gap between HOMO and LUMO comes out at 5.13 eV. The HOMO energy is -5.2 eV.

no.,maximum force (Eh/bohr)
1,0.039
2,0.120
3,0.041
4,0.048
5,0.228
6,0.038